# C31H40ClNO2P2V

A molecular structure, C31H40ClNO2P2V in a non-equilibrium geometry (ωB97M-V with the def2-TZVPD basis set, OMol25).

HOMO (spin up / spin down) ... -0.610 / -0.610 Eh
Charge ... +3
E_LUMO (spin up / spin down) ... -10.99 / -11.00 eV
Multiplicity ... 1

Each line ends with the Mulliken charge.
Cartesian coordinates (Å):
V: 0.2050 0.0026 -0.3237  -0.654
C: -4.4691 -0.7329 0.5900  -1.332
C: -3.1166 -0.2961 1.1433  0.828
C: -3.2473 0.5946 2.3699  -1.401
P: -2.0913 0.5376 -0.1898  1.399
C: -2.6730 2.1825 -0.8306  0.677
C: -2.1353 3.2824 0.0879  -1.450
C: -4.1861 2.2823 -0.9965  -1.518
C: -2.0708 -0.6376 -1.5697  -0.393
C: -2.8014 -0.6164 -2.7521  -1.192
C: -2.5919 -1.6019 -3.7070  -0.821
C: -1.5758 -2.5421 -3.5399  -0.980
C: -0.7916 -2.5414 -2.4042  -0.762
C: -1.0599 -1.6206 -1.3806  0.650
N: -0.3635 -1.6304 -0.1827  0.992
C: -0.0838 -2.7601 0.5302  0.134
C: -0.6781 -4.0182 0.3706  -0.702
C: -0.2728 -5.0683 1.1764  -0.996
C: 0.6925 -4.8730 2.1581  -0.876
C: 1.2869 -3.6242 2.3309  -0.670
C: 0.9170 -2.5687 1.5137  -0.099
P: 1.5242 -0.8497 1.4852  1.420
C: 1.0938 -0.1451 3.1505  0.449
C: 2.1768 -0.4797 4.1720  -1.344
C: 0.8132 1.3500 3.0641  -1.219
C: 3.3182 -0.7834 0.9584  0.555
C: 4.2136 -1.7913 1.6764  -1.447
C: 3.8431 0.6448 1.0837  -1.283
H: -4.9331 -1.4063 1.3116  0.476
H: -5.1431 0.1081 0.4472  0.339
H: -4.3628 -1.2722 -0.3515  0.301
H: -2.5252 -1.1896 1.4055  0.331
H: -3.8315 1.4845 2.1514  0.319
H: -3.7725 0.0486 3.1528  0.469
H: -2.2711 0.8893 2.7526  0.277
H: -2.1889 2.2622 -1.8190  0.744
H: -2.6052 3.2412 1.0686  0.336
H: -1.0520 3.2085 0.2145  0.252
H: -2.3644 4.2566 -0.3413  0.509
H: -4.6812 2.3509 -0.0333  0.366
H: -4.4198 3.1900 -1.5513  0.459
H: -4.6029 1.4430 -1.5455  0.387
H: -3.5412 0.1529 -2.9236  0.418
H: -3.2062 -1.6322 -4.5950  0.535
H: -1.3876 -3.2726 -4.3114  0.518
H: 0.0154 -3.2514 -2.2830  0.717
H: -1.4518 -4.1637 -0.3709  0.615
H: -0.7134 -6.0457 1.0475  0.488
H: 0.9973 -5.7081 2.7716  0.491
H: 2.0370 -3.4965 3.0951  0.439
H: 0.1672 -0.6702 3.4235  0.620
H: 3.1049 0.0442 3.9590  0.294
H: 1.8437 -0.1637 5.1599  0.486
H: 2.3661 -1.5500 4.2146  0.312
H: 1.7249 1.9177 2.8987  0.317
H: 0.1040 1.5813 2.2597  0.198
H: 0.3885 1.6815 4.0091  0.518
H: 3.2617 -1.0666 -0.1062  0.462
H: 4.3232 -1.5885 2.7376  0.302
H: 3.8625 -2.8115 1.5416  0.419
H: 5.2060 -1.7295 1.2283  0.462
H: 3.9926 0.9200 2.1245  0.294
H: 4.8083 0.7156 0.5837  0.486
H: 3.1754 1.3772 0.6260  0.239
Cl: 3.5405 4.8675 -5.7140  -0.097
C: 2.9421 3.8752 -4.4813  0.416
C: 1.9228 4.3377 -3.6286  -0.952
C: 1.4472 3.5466 -2.6109  -0.220
C: 1.9231 2.2283 -2.4746  0.237
C: 2.9340 1.7608 -3.3411  -0.413
C: 3.4573 2.5780 -4.3109  -0.900
C: 1.4399 1.3078 -1.4683  0.824
O: 1.4464 0.0584 -1.6931  -0.554
O: 0.9869 1.6521 -0.3238  -0.425
H: 1.5236 5.3304 -3.7748  0.455
H: 0.6730 3.9259 -1.9560  0.499
H: 3.3062 0.7547 -3.2142  0.520
H: 4.2563 2.2261 -4.9456  0.447